Molecular formula: C2H2N2O3S
Method: DFT, ωB97M-V with the def2-TZVPD basis set

Relative energy (zero: lowest compared OMol25 entry of this formula, charge and spin), eV: 3.237
Molecular weight, Da: 134.1
E_LUMO, Ha: -0.042
HOMO level, hartree: -0.333

Structure (ORCA input):
```
! RIJCOSX wB97M-V def2-TZVPD def2/J DEFGRID3
* xyz 0 1
C -0.76 1.54 -0.69
C 0.23 1.26 -1.82
N -1.19 0.37 -0.21
N -0.75 -0.83 -0.77
O -1.12 2.65 -0.38
O 0.78 1.96 -2.59
O 1.80 -0.27 -0.68
S 0.48 -0.62 -1.70
H -1.81 0.30 0.58
H 1.77 -0.89 0.06
*
```


Molecular formula: C2H2N2O4
Method: DFT, ωB97M-V with the def2-TZVPD basis set

Relative energy (zero: lowest compared OMol25 entry of this formula, charge and spin), eV: 3.040
Molecular weight, Da: 118.0
E_LUMO, Ha: 0.238
HOMO level, hartree: 0.088

Structure (ORCA input):
```
! RIJCOSX wB97M-V def2-TZVPD def2/J DEFGRID3
* xyz -2 1
C -0.82 0.90 -0.49
C -2.74 -0.64 0.32
N -1.63 0.44 0.24
N 2.65 0.63 0.37
O -3.31 -0.81 -0.77
O -0.26 1.64 -1.21
O -2.86 -1.02 1.50
O 3.77 -0.15 -0.14
H 1.88 -0.10 0.60
H 3.33 -0.89 -0.42
*
```


Molecular formula: C2H2N2O4
Method: DFT, ωB97M-V with the def2-TZVPD basis set

Relative energy (zero: lowest compared OMol25 entry of this formula, charge and spin), eV: 5.473
Molecular weight, Da: 118.0
E_LUMO, Ha: -0.016
SMILES: O=C[N+](=O)[O-].C#[N+][O-]
HOMO level, hartree: -0.392

Structure (ORCA input):
```
! RIJCOSX wB97M-V def2-TZVPD def2/J DEFGRID3
* xyz 0 1
O 2.08 1.30 -0.79
C 1.27 1.38 0.04
N -0.25 1.32 -0.34
O -1.02 1.51 0.53
O -0.51 1.11 -1.52
H 1.33 1.62 1.11
C -1.27 -2.34 0.24
N -0.30 -1.69 0.27
O 0.57 -0.93 0.49
H -1.90 -3.27 -0.02
*
```